[1]
The following is a DFT calculation (ωB97M-V/def2-TZVPD) of 2 unconnected molecules or ions with the total composition C4H9BrCl3N2.

The charge is +1. For the HOMO energy (spin up / spin down), the calculation gives -13.54 / -13.54 eV. The frontier orbital gap (spin up / spin down) comes out at 8.45 / 8.45 eV.

Atoms and positions in Å:
1 C -0.5297 -0.8228 -1.9580
2 C 2.2279 0.6412 0.3814
3 C -0.9960 -0.6192 0.4633
4 C -1.7441 0.6956 0.3869
5 N -0.5714 -1.2411 -0.6492
6 N 1.1312 0.4872 1.3405
7 Cl -3.3227 0.3016 -0.4847
8 Cl -1.9478 1.3620 1.9441
9 Cl -1.0686 1.9579 -0.7434
10 Br -1.1021 -1.5827 2.0404
11 H 0.0059 0.0794 -2.0009
12 H -0.0621 -1.5381 -2.6701
13 H -1.6048 -0.6726 -2.1857
14 H 2.9264 1.3995 0.9244
15 H 2.7476 -0.2709 0.2088
16 H 1.7728 1.0253 -0.5261
17 H -0.1651 -2.2608 -0.4725
18 H 1.2791 -0.2644 2.0579
19 H 1.0235 1.3227 1.9431

***

[2]
The following is a DFT calculation (ωB97M-V/def2-TZVPD) of a molecular structure, C32H34AsClOZr.

The charge is +2. For the HOMO energy, the calculation gives -14.37 eV. The frontier orbital gap comes out at 7.45 eV.

Atoms and positions in Å:
1 C 6.9803 -3.1109 1.2059
2 C 6.9467 -4.4642 0.4912
3 C 8.1237 -2.2543 0.6563
4 C 7.1583 -3.3181 2.7122
5 Cl 5.4165 -2.2570 0.9109
6 H 9.0746 -2.7719 0.8321
7 H 8.1681 -1.2858 1.1563
8 H 8.0182 -2.0953 -0.4177
9 H 7.8960 -4.9849 0.6669
10 H 6.8226 -4.3401 -0.5854
11 H 6.1404 -5.0925 0.8720
12 H 8.1078 -3.8373 2.8910
13 H 6.3552 -3.9299 3.1257
14 H 7.1885 -2.3654 3.2426
15 C 0.2205 0.3906 -2.2147
16 C 1.4033 1.1349 -1.8717
17 C 2.4525 0.1859 -1.6454
18 H 1.5447 2.2203 -1.9709
19 C 1.9032 -1.1297 -1.7245
20 C 0.5111 -1.0058 -2.0895
21 H -0.1719 -1.8238 -2.3733
22 H -0.6807 0.7941 -2.6895
23 H 3.5081 0.4302 -1.5488
24 H 2.4875 -2.0544 -1.7047
25 C 0.3755 0.6821 2.5032
26 C 0.0888 1.8116 1.6646
27 C 1.2918 2.1721 0.9557
28 H -0.8199 2.4168 1.6963
29 C 2.3547 1.3389 1.4576
30 C 1.7854 0.3873 2.3704
31 H 2.3558 -0.2930 2.9998
32 H -0.3285 0.1687 3.1735
33 H 1.4232 3.0336 0.3023
34 H 3.4156 1.4950 1.2837
35 Zr 0.6668 -0.0463 0.1606
36 O -1.2848 -0.1309 0.0830
37 As -2.8646 0.6046 -0.2349
38 C -3.2955 0.0285 -1.9814
39 C -3.6420 1.0251 -2.8993
40 C -4.1422 0.6465 -4.1480
41 C -4.2736 -0.7116 -4.4673
42 C -3.8806 -1.6916 -3.5484
43 C -3.3596 -1.3379 -2.2965
44 C -3.8588 -0.1001 1.1994
45 C -4.2456 0.7480 2.2515
46 C -5.1031 0.2468 3.2365
47 C -5.4901 -1.1045 3.2131
48 C -4.9839 -1.9687 2.2260
49 C -4.1263 -1.4772 1.2336
50 C -2.6213 2.5148 -0.2862
51 C -1.5066 3.1875 -0.8002
52 C -1.5302 4.5903 -0.8823
53 C -2.6969 5.2902 -0.5345
54 C -3.8348 4.6043 -0.0985
55 C -3.8022 3.2136 0.0275
56 H -3.5543 2.0802 -2.6373
57 H -4.4483 1.4188 -4.8515
58 H -4.6952 -1.0021 -5.4401
59 H -3.9929 -2.7479 -3.7973
60 H -3.0285 -2.0942 -1.5814
61 H -3.8791 1.7752 2.3021
62 H -5.4866 0.9155 4.0123
63 H -6.1949 -1.4919 3.9661
64 H -5.2739 -3.0238 2.2101
65 H -3.6612 -2.1509 0.5089
66 H -0.6176 2.6377 -1.1369
67 H -0.6421 5.1240 -1.2307
68 H -2.7177 6.3822 -0.6157
69 H -4.7610 5.1302 0.1513
70 H -4.6885 2.6682 0.3523

***

[3]
The following is a DFT calculation (ωB97M-V/def2-TZVPD) of C4H6N2O in the gas phase.

For the HOMO energy, the calculation gives -9.40 eV. The SMILES is COc1cc[nH]n1. The frontier orbital gap comes out at 10.36 eV.

Atoms and positions in Å:
1 C 2.1513 -0.1174 -0.6033
2 O 1.3851 -0.8955 0.3285
3 C 0.0541 -0.5873 0.2850
4 C -0.5273 0.4469 1.0484
5 C -1.8110 0.5513 0.5893
6 N -1.9768 -0.3811 -0.3685
7 N -0.8056 -1.1396 -0.5688
8 H 2.9847 0.3709 -0.0808
9 H 2.5500 -0.7682 -1.3887
10 H 1.5170 0.6520 -1.0589
11 H -0.0568 1.0459 1.8062
12 H -2.5888 1.2514 0.8682
13 H -2.8760 -0.4294 -0.8565

***

[4]
The following is a DFT calculation (ωB97M-V/def2-TZVPD) of 2 unconnected molecules or ions with the total composition C3H10NOS.

For the HOMO energy (spin up / spin down), the calculation gives -9.18 / -9.13 eV. Its spin multiplicity is 2. As for the expectation value of S²: 0.753. The frontier orbital gap (spin up / spin down) comes out at 10.07 / 6.85 eV.

Atoms and positions in Å:
1 C 0.0875 3.4811 0.7413
2 C -0.5551 2.1405 -0.0769
3 S 0.3247 0.6006 0.6480
4 H 0.3610 4.3566 0.1878
5 H -0.7421 3.7340 1.3176
6 H 0.9410 3.2582 1.3727
7 H -0.4824 1.9597 -1.2178
8 H -1.7395 1.9969 0.1448
9 H 0.1097 -0.5104 -1.0933
10 N -0.5234 -2.8461 0.2750
11 C 0.4744 -2.6339 -0.6594
12 O -0.0047 -1.4283 -1.5464
13 H -1.3825 -2.7634 -0.1910
14 H -0.5667 -2.2508 1.1761
15 H 0.5235 -3.3993 -1.3871
16 H 1.4444 -2.5674 -0.2612

***

[5]
The following is a DFT calculation (ωB97M-V/def2-TZVPD) of 2 unconnected molecules or ions with the total composition H8OSi3.

For the HOMO energy, the calculation gives -9.11 eV. The frontier orbital gap comes out at 9.16 eV.

Atoms and positions in Å:
1 O -0.1881 -2.0585 -0.4660
2 Si 1.9878 0.2807 0.1487
3 Si -2.1944 0.1701 0.1034
4 Si -0.0847 -0.6989 0.4262
5 H 0.3644 -2.8237 -0.3596
6 H 1.9077 1.7340 0.3399
7 H 2.4736 0.0887 -1.2299
8 H 3.0651 -0.2255 1.0031
9 H -2.3770 0.5773 -1.3028
10 H -2.4036 1.3784 0.9126
11 H -3.2984 -0.7532 0.3976
12 H 0.0666 -1.5201 2.4671

***

[6]
The following is a DFT calculation (ωB97M-V/def2-TZVPD) of a gas-phase ion, CH4ClNO2P (charge -1).

The charge is -1. For the HOMO energy, the calculation gives -5.24 eV. The SMILES is CN[P@](=O)([O-])Cl. The frontier orbital gap comes out at 9.10 eV.

Atoms and positions in Å:
1 C 0.6345 -0.2477 -1.2156
2 N -0.0372 0.6754 -0.3092
3 P -0.3186 0.3628 1.3482
4 O -1.1156 1.4713 1.9647
5 O 0.8535 -0.2781 2.0773
6 Cl -1.6572 -1.2447 1.0415
7 H 1.3871 -0.6664 -0.5876
8 H 0.1179 -1.0142 -1.6765
9 H 1.1193 0.2102 -1.9898
10 H -0.9837 0.7314 -0.6529

***

In eV Å⁻¹, the strongest force on any atom values for the records above are, in order, 7.3 2.2 1.6 3.8 3.6 3.4.
In eV, the ΔE to the lowest compared entry with this formula, charge and spin values for the records above are, in order, 0.345 0.844 1.967 2.205 2.736 0.187.